{
  "formula": "C17H39N5O2P2Tc",
  "method": "ωB97M-V with the def2-TZVPD basis set",
  "species": ["C", "C", "N", "C", "C", "C", "C", "C", "P", "H", "H", "H", "C", "C", "H", "H", "H", "C", "C", "H", "H", "H", "H", "H", "H", "H", "H", "H", "H", "H", "H", "Tc", "H", "O", "H", "H", "N", "C", "N", "C", "P", "O", "N", "C", "C", "N", "C", "C", "H", "H", "H", "H", "H", "H", "H", "H", "H", "H", "H", "H", "H", "H", "H", "H", "H", "H"],
  "xyz": [[-0.6071, 2.7580, -2.8960], [-0.3777, 1.5835, -3.8034], [-0.4887, 0.3699, -3.1866], [-0.2974, -0.7872, -3.8835], [-0.0130, -0.7100, -5.2528], [-0.0637, 0.5318, -5.9065], [-0.2193, 1.6977, -5.1900], [-0.4260, -2.1559, -3.1767], [0.0459, -1.8449, -1.4032], [-0.2390, 2.6912, -5.5990], [0.2197, -1.6403, -5.7574], [0.0830, 0.5671, -6.9940], [1.3334, 2.9072, -1.4332], [-0.8174, 3.3423, -0.5313], [0.3440, -2.8809, -3.5705], [-1.6943, 2.8721, -2.8337], [-0.1682, 3.7050, -3.2272], [1.6434, -2.7675, -1.2707], [-1.0129, -3.0435, -0.6426], [1.9796, -2.7460, -0.2326], [1.4508, -3.8110, -1.5496], [2.4129, -2.3623, -1.9335], [-1.0351, -2.9743, 0.4367], [-1.9929, -2.8698, -1.0553], [-0.6750, -4.0250, -0.9481], [-0.6998, 4.4233, -0.7462], [-1.8690, 3.0325, -0.5740], [-0.4292, 3.1041, 0.4745], [1.4293, 3.9648, -1.7226], [1.7059, 2.7698, -0.4121], [1.9322, 2.2805, -2.0991], [-0.6844, 0.1846, -0.9128], [0.9413, 0.0467, -0.9077], [-2.6318, 0.8616, -0.7209], [-1.3799, -2.6621, -3.3831], [-2.9434, 0.4081, -1.5228], [-0.0916, 2.5276, -1.5075], [-0.6137, -2.7424, 3.1330], [-0.9409, -1.5113, 2.4246], [-2.3851, -1.3169, 2.2403], [0.0806, -0.2272, 2.3612], [-0.2899, 0.5481, 1.1034], [-0.1567, 0.8895, 3.5690], [0.8590, 1.9415, 3.7662], [-1.5324, 1.3809, 3.7723], [1.6475, -0.7602, 2.4307], [2.1821, -1.2395, 3.7221], [2.7103, -0.1701, 1.5869], [-1.3769, -3.4812, 2.8718], [-0.6243, -2.6269, 4.2281], [0.3544, -3.1249, 2.7970], [-2.9070, -1.1142, 3.1916], [-2.6000, -0.5245, 1.5143], [-2.7875, -2.2542, 1.8340], [0.9740, 2.5851, 2.8768], [0.5298, 2.5652, 4.6050], [1.8234, 1.4963, 4.0338], [-1.9842, 1.7484, 2.8355], [-2.1550, 0.5916, 4.2103], [-1.4885, 2.2091, 4.4877], [3.1136, -1.7737, 3.5079], [2.4196, -0.4151, 4.4078], [1.4955, -1.9280, 4.2159], [2.5791, -0.4753, 0.5415], [2.7327, 0.9277, 1.6567], [3.6754, -0.5461, 1.9494]],
  "forces_ev_per_angstrom": [[-0.112, 0.102, 0.922], [-0.145, -0.589, 0.213], [0.055, -0.804, 0.947], [-0.006, 0.024, -1.255], [-0.380, 0.210, 0.781], [0.529, -0.760, -0.742], [-0.239, -0.297, 1.664], [1.500, 1.067, -0.706], [1.014, -3.966, -1.416], [0.117, 0.082, -0.411], [-0.156, 0.223, -0.281], [-0.073, -0.011, 0.503], [0.173, -0.245, -0.205], [-0.647, 0.168, 0.191], [-0.618, 0.868, 0.241], [0.066, 0.195, 0.093], [-0.166, -0.223, -0.479], [0.001, 0.842, -0.004], [-0.602, -0.248, 0.569], [0.119, 0.021, -0.046], [-0.105, 0.316, 0.017], [-0.038, 0.047, 0.195], [0.000, -0.091, 0.158], [-0.610, -0.097, 0.149], [-0.025, -0.313, 0.008], [-0.095, -0.463, 0.189], [0.192, 0.406, 0.130], [-0.100, 0.277, -0.421], [0.169, -0.243, 0.118], [-0.144, 0.061, -0.198], [-0.066, 0.147, -0.015], [-0.920, 4.572, -1.083], [0.468, -0.065, -0.219], [2.110, -1.043, -0.573], [-0.024, 0.486, 0.519], [-0.820, 0.309, 0.182], [0.010, -0.822, -0.039], [0.268, -0.781, 0.332], [0.297, 0.964, 0.742], [-0.604, 0.079, -0.123], [1.110, -3.155, -3.322], [0.264, -0.156, 0.869], [-1.152, 3.352, 0.192], [0.361, -0.377, 1.316], [0.071, 0.016, 1.134], [-0.954, 0.497, 0.395], [0.091, -0.167, 0.386], [-0.049, 0.378, -0.468], [0.169, 0.084, 0.080], [-0.034, -0.069, -0.328], [-0.159, 0.054, 0.160], [0.164, -0.143, -0.336], [0.071, -0.042, 0.201], [0.052, 0.260, 0.135], [-0.256, -0.393, -0.029], [0.125, -0.080, -0.256], [-0.152, 0.105, -0.299], [0.243, -0.320, -0.003], [0.055, 0.036, -0.268], [-0.076, -0.199, -0.224], [-0.292, -0.001, 0.156], [0.011, -0.201, -0.103], [0.138, 0.140, -0.013], [0.097, 0.195, 0.278], [0.064, -0.293, -0.120], [-0.356, 0.078, -0.181]],
  "e_lumo_ha": [-0.3339, -0.4928],
  "spin_multiplicity": 5,
  "homo_energy_ev": [-17.57, -17.98],
  "e_tot_ev": -50556.2424,
  "s_squared": 6.03,
  "homo_lumo_gap_ev": [8.49, 4.57],
  "charge": 3,
  "e_above_lowest_kcal_mol": 0.0
}